Entry from the Open Molecules 2025 dataset: a structure of composition C10H14BrNO2S at a distorted geometry (ωB97M-V/def2-TZVPD).

Atoms and positions in Å:
C1 -2.020 -3.183 -1.111
N1 -0.806 -2.406 -0.852
C2 0.429 -3.159 -1.103
C3 -0.795 -1.109 -0.349
H1 -1.724 -4.238 -1.150
H2 -2.727 -3.041 -0.277
H3 -2.523 -2.915 -2.063
H4 0.159 -4.219 -1.149
H5 0.935 -2.873 -2.045
H6 1.118 -3.000 -0.261
H7 0.160 -0.576 -0.608
H8 -1.795 -0.567 -0.596
Br1 0.033 -0.852 2.450
C4 -1.182 -0.237 1.202
S1 -1.375 1.605 1.381
C5 0.176 2.249 0.772
C6 1.228 2.517 1.648
C7 2.499 2.737 1.119
C8 2.733 2.695 -0.255
C9 1.664 2.413 -1.104
C10 0.382 2.201 -0.608
O1 -2.432 1.857 0.430
O2 -1.502 2.070 2.750
H9 -2.166 -0.603 1.369
H10 1.054 2.547 2.715
H11 3.322 2.923 1.784
H12 3.758 2.841 -0.659
H13 1.837 2.339 -2.162
H14 -0.444 1.984 -1.269

Calculated values
E, hartree: -3566.75661
Multiplicity: 1
Largest force on an atom, eV/Å: 5.0
Energy relative to the best compared isomer or geometry (same formula, charge and spin), kcal per mole: 0.0
HOMO, eV: -8.07

Entry from the Open Molecules 2025 dataset: a structure of composition C10H14CeN3O5 at a distorted geometry (ωB97M-V/def2-TZVPD).

Atoms and positions in Å:
O1 -0.312 3.918 -5.295
C1 -0.244 2.857 -4.874
Ce1 -0.284 -0.135 -2.070
O2 -0.567 3.512 -1.366
C2 -0.495 2.369 -1.554
C3 -0.022 -0.767 -4.127
O3 -0.558 -1.858 -3.906
C4 1.842 1.219 -2.616
O4 2.591 2.074 -2.848
C5 -2.266 1.182 -2.691
O5 -3.227 1.817 -2.865
H1 0.266 0.107 -4.925
C6 1.597 1.108 0.922
N1 0.596 0.300 1.620
C7 -0.165 1.025 2.643
C8 0.216 -0.912 1.151
N2 0.380 -1.254 -0.167
N3 -0.319 -1.811 1.988
C9 -0.085 -1.708 3.418
C10 -0.758 -3.081 1.455
H2 2.114 1.730 1.666
H3 1.118 1.757 0.171
H4 2.327 0.448 0.433
H5 -1.083 0.490 2.924
H6 0.461 1.190 3.546
H7 -0.473 2.023 2.264
H8 0.106 -2.250 -0.223
H9 -0.893 -1.125 3.884
H10 -0.099 -2.734 3.815
H11 0.890 -1.238 3.616
H12 -1.507 -2.942 0.667
H13 0.065 -3.694 1.055
H14 -1.212 -3.619 2.289

Calculated values
E, hartree: -1403.77053
Multiplicity: 1
Largest force on an atom, eV/Å: 8.5
HOMO (alpha / beta), eV: -19.15 / -19.15
Total charge: +3

Entry from the Open Molecules 2025 dataset: a structure of composition C10H14MoN2P at a distorted geometry (ωB97M-V/def2-TZVPD).

Atoms and positions in Å:
C1 0.631 1.303 -0.957
C2 0.740 2.553 -0.273
C3 -0.381 3.205 0.319
C4 -1.555 2.475 0.561
C5 -1.765 1.150 0.123
Mo1 -0.037 0.453 0.634
P1 1.804 -1.261 -0.160
H1 1.256 0.942 -1.761
H2 1.652 3.170 -0.335
H3 -0.382 4.289 0.508
H4 -2.780 0.745 0.152
H5 -2.411 2.987 1.024
H6 2.507 -2.249 0.612
H7 2.934 -0.636 -0.727
H8 1.492 -2.085 -1.289
N1 -2.551 -1.317 -1.201
C6 -2.164 -1.947 -0.046
C7 -2.857 -3.116 0.303
C8 -2.365 -3.931 1.299
C9 -1.167 -3.574 1.936
C10 -0.620 -2.319 1.685
N2 -1.124 -1.485 0.708
H9 -2.419 -0.325 -1.326
H10 -3.391 -1.635 -1.678
H11 -3.806 -3.341 -0.197
H12 -2.889 -4.844 1.614
H13 -0.676 -4.248 2.651
H14 0.269 -1.959 2.230

Calculated values
E, hartree: -908.10589
Multiplicity: 3
Largest force on an atom, eV/Å: 2.6
Energy relative to the best compared isomer or geometry (same formula, charge and spin), kcal per mole: 0.0
HOMO (alpha / beta), eV: -10.07 / -11.95
Total charge: +1
Expectation value of S²: 2.06

Entry from the Open Molecules 2025 dataset: the molecule C10H14N2 at a distorted geometry (ωB97M-V/def2-TZVPD).

Atoms and positions in Å:
C1 2.179 0.424 2.007
C2 -0.880 1.501 0.439
C3 1.112 0.506 1.160
C4 -1.196 0.632 -0.623
C5 -0.831 -0.663 -0.769
C6 -2.416 0.887 -1.453
C7 0.620 -2.392 -0.034
C8 1.333 -1.073 -2.200
C9 -0.050 2.065 2.643
C10 0.169 -1.577 -1.267
N1 3.198 0.113 2.467
N2 0.100 1.306 1.408
H1 -1.710 1.982 0.823
H2 -2.396 1.901 -1.675
H3 -2.389 0.266 -2.421
H4 -3.303 0.659 -0.961
H5 1.718 -2.090 0.086
H6 0.500 -3.509 -0.103
H7 0.158 -2.136 0.980
H8 0.801 -1.057 -3.083
H9 2.084 -1.929 -2.153
H10 1.648 -0.045 -1.981
H11 0.984 1.868 3.057
H12 -0.118 3.101 2.457
H13 -0.905 1.587 3.079
H14 -0.408 -2.328 -1.883

Calculated values
E, hartree: -498.66346
Multiplicity: 1
Largest force on an atom, eV/Å: 3.0
Energy relative to the best compared isomer or geometry (same formula, charge and spin), kcal per mole: 181.3
HOMO, eV: -7.22

Entry from the Open Molecules 2025 dataset: the molecule C10H14N2O at a distorted geometry (ωB97M-V/def2-TZVPD).

Atoms and positions in Å:
C1 -1.785 -1.278 -0.687
C2 -1.273 0.035 -0.075
C3 -2.441 1.036 -0.288
C4 -1.001 -0.110 1.425
C5 0.054 0.426 -0.885
C6 0.523 1.986 -0.346
O1 -0.038 3.024 -0.349
N1 1.728 1.811 0.299
C7 2.174 0.479 0.166
C8 3.145 -0.386 0.632
C9 2.789 -1.669 0.195
C10 1.566 -1.585 -0.407
N2 1.196 -0.277 -0.392
H1 -2.215 -1.655 0.353
H2 -1.192 -2.019 -1.111
H3 -2.591 -1.131 -1.367
H4 -3.316 0.669 0.318
H5 -2.274 2.048 -0.119
H6 -2.692 1.008 -1.406
H7 -1.926 -0.072 2.008
H8 -0.323 0.657 1.861
H9 -0.620 -1.096 1.444
H10 -0.071 0.349 -1.920
H11 2.328 2.634 0.463
H12 4.156 0.022 0.909
H13 3.203 -2.650 0.222
H14 0.896 -2.256 -0.942

Calculated values
E, hartree: -574.14866
Multiplicity: 1
Largest force on an atom, eV/Å: 5.0
Energy relative to the best compared isomer or geometry (same formula, charge and spin), kcal per mole: 44.3
HOMO, eV: -7.84

Entry from the Open Molecules 2025 dataset: a cluster of 2 separate species, C10H14N2O2 in total at a distorted geometry (ωB97M-V/def2-TZVPD).

Atoms and positions in Å:
C1 -0.046 2.152 -1.569
C2 -1.117 1.063 -1.126
C3 -0.707 0.386 0.206
N1 -1.434 0.511 1.233
C4 -1.008 -0.177 2.417
C5 0.682 -0.214 0.102
C6 1.785 0.460 0.586
C7 3.043 -0.044 0.381
C8 3.213 -1.294 -0.242
C9 2.092 -1.996 -0.655
C10 0.848 -1.371 -0.600
H1 0.018 2.874 -0.889
H2 -0.533 2.430 -2.531
H3 0.782 1.598 -1.878
H4 -1.335 0.236 -1.943
H5 -2.083 1.706 -1.140
H6 -1.797 -0.887 2.502
H7 0.060 -0.535 2.435
H8 -0.916 0.526 3.362
H9 1.773 1.348 1.042
H10 3.749 0.676 0.751
H11 4.131 -1.789 -0.382
H12 2.360 -2.970 -1.220
H13 -0.067 -1.914 -0.983
O1 -2.675 -1.755 -0.208
N2 -3.660 -1.123 -0.524
O2 -3.991 -0.032 0.137
H14 -3.167 0.133 0.737

Calculated values
E, hartree: -649.26695
Multiplicity: 1
Largest force on an atom, eV/Å: 7.0
Energy relative to the best compared isomer or geometry (same formula, charge and spin), kcal per mole: 83.8
HOMO, eV: -9.61

Entry from the Open Molecules 2025 dataset: a cluster of 2 separate species, C10H14N2O2 in total at a distorted geometry (ωB97M-V/def2-TZVPD).

Atoms and positions in Å:
C1 1.544 0.241 1.342
C2 2.705 -0.624 0.950
C3 -0.115 -1.386 -0.966
C4 3.357 -0.002 -0.257
C5 2.828 -1.791 1.496
C6 -2.805 -0.438 -1.531
C7 -3.219 -1.050 -0.194
C8 2.730 1.415 -0.307
C9 -1.967 -0.120 -0.249
C10 -1.986 1.224 0.281
N1 0.213 -1.865 -1.946
N2 -0.687 -0.776 0.079
O1 1.626 1.307 0.617
O2 -2.297 1.276 1.683
H1 4.461 0.029 -0.352
H2 3.152 -0.516 -1.263
H3 3.676 -2.475 1.427
H4 2.106 -2.258 2.232
H5 -2.410 -1.153 -2.317
H6 -3.320 0.434 -1.864
H7 -4.109 -0.698 0.303
H8 -2.784 -2.054 -0.040
H9 3.333 2.217 0.061
H10 2.389 1.653 -1.228
H11 -3.007 1.563 -0.018
H12 -1.237 1.921 0.017
H13 -0.266 -0.389 0.897
H14 -1.458 1.160 2.258

Calculated values
E, hartree: -649.21738
Multiplicity: 1
Largest force on an atom, eV/Å: 4.7
Energy relative to the best compared isomer or geometry (same formula, charge and spin), kcal per mole: 115.0
HOMO, eV: -8.91

Entry from the Open Molecules 2025 dataset: the molecule C10H14N2S at a distorted geometry (ωB97M-V/def2-TZVPD).

Atoms and positions in Å:
C1 1.443 1.720 1.686
C2 1.429 0.716 0.603
C3 0.031 0.405 0.054
C4 -0.629 1.574 -0.435
N1 -1.176 2.553 -0.683
C5 0.063 -0.550 -1.151
C6 1.070 -0.502 -2.119
C7 0.631 -1.150 -3.319
C8 -0.655 -1.565 -3.282
S1 -1.365 -1.333 -1.749
N2 -0.713 -0.197 1.250
C9 -0.431 -1.661 1.433
C10 -1.993 0.494 1.482
H1 1.223 2.668 1.328
H2 0.564 1.681 2.433
H3 2.449 1.676 2.225
H4 1.844 -0.173 1.052
H5 2.200 1.150 -0.198
H6 2.067 -0.077 -1.907
H7 1.234 -1.318 -4.132
H8 -0.948 -2.440 -3.945
H9 0.373 -1.784 2.213
H10 -1.453 -1.917 1.781
H11 -0.183 -1.989 0.480
H12 -1.780 1.501 1.765
H13 -2.939 0.456 0.734
H14 -2.355 0.062 2.400

Calculated values
E, hartree: -897.02722
Multiplicity: 1
Largest force on an atom, eV/Å: 4.5
Energy relative to the best compared isomer or geometry (same formula, charge and spin), kcal per mole: 92.9
HOMO, eV: -8.61